[1]
DFT (ωB97M-V with the def2-TZVPD basis set) results for a 12-piece molecular cluster, C38H108N8O12 overall at a distorted geometry.

## Properties
**Frontier orbital gap**: 8.7660 eV
**E_LUMO**: -0.177 eV
**Multiplicity**: 1

```
166
C38H108N8O12, DFT ωB97M-V with the def2-TZVPD basis set
C 8.997 -1.463 3.632
O 8.230 -0.900 2.584
C 6.857 -0.963 2.789
C 6.156 -0.128 1.649
C 6.753 1.246 1.618
N 4.703 0.013 1.961
H 10.030 -1.165 3.457
H 8.844 -2.534 3.499
H 8.722 -0.962 4.560
H 6.580 -2.012 2.680
H 6.476 -0.622 3.752
H 6.347 -0.494 0.640
H 6.568 1.900 2.470
H 6.295 1.710 0.744
H 7.839 1.244 1.526
H 4.533 0.512 2.823
H 4.267 -0.897 1.961
C -0.614 -3.928 1.342
O 0.785 -4.372 1.145
C 1.687 -4.178 2.294
C 3.132 -4.134 1.753
C 3.665 -5.411 1.028
N 4.018 -3.687 2.816
H -1.249 -4.344 0.560
H -0.866 -2.868 1.300
H -0.990 -4.297 2.296
H 1.397 -3.219 2.724
H 1.521 -4.945 3.051
H 3.093 -3.474 0.886
H 3.546 -6.296 1.653
H 4.697 -5.296 0.699
H 3.071 -5.657 0.147
H 4.902 -3.886 2.371
H 4.035 -4.384 3.547
C 4.729 1.098 -2.462
O 5.331 2.358 -2.838
C 6.430 2.153 -3.838
C 7.230 3.479 -3.950
C 8.282 3.557 -5.058
N 7.910 3.856 -2.743
H 5.385 0.611 -1.741
H 4.597 0.410 -3.297
H 3.693 1.161 -2.131
H 7.066 1.319 -3.541
H 5.886 2.023 -4.773
H 6.487 4.234 -4.207
H 7.907 3.318 -6.054
H 9.054 2.816 -4.852
H 8.620 4.585 -5.184
H 8.573 3.134 -2.497
H 7.234 3.828 -1.993
C -3.803 -3.337 2.160
O -3.738 -4.715 1.892
C -4.825 -5.382 2.583
C -4.699 -6.882 2.554
C -4.440 -7.508 1.214
N -5.849 -7.478 3.152
H -4.740 -2.795 2.029
H -3.217 -2.982 1.312
H -3.295 -3.031 3.074
H -5.004 -4.982 3.581
H -5.701 -5.247 1.948
H -3.887 -7.094 3.250
H -5.192 -7.270 0.461
H -4.193 -8.567 1.139
H -3.609 -6.923 0.820
H -6.011 -7.141 4.090
H -6.721 -7.364 2.655
C 0.270 -1.574 8.339
O -0.475 -1.591 7.126
C -0.641 -0.398 6.505
C -1.390 -0.361 5.122
C -0.599 -0.984 3.974
N -1.842 0.972 4.740
H 1.186 -0.997 8.213
H 0.610 -2.608 8.276
H -0.289 -1.241 9.214
H -1.356 0.050 7.195
H 0.237 0.234 6.640
H -2.372 -0.834 5.143
H 0.458 -0.719 3.986
H -1.046 -0.744 3.009
H -0.752 -2.062 4.017
H -2.376 1.390 5.489
H -2.604 0.851 4.089
C 1.133 4.299 -6.882
O 2.056 3.613 -6.023
C 1.475 2.501 -5.306
C 1.372 1.162 -6.113
C 0.669 -0.048 -5.426
N 2.775 0.689 -6.477
H 1.618 5.209 -7.235
H 0.208 4.574 -6.377
H 0.922 3.743 -7.796
H 2.173 2.228 -4.515
H 0.546 2.796 -4.820
H 0.874 1.426 -7.046
H -0.336 0.127 -5.043
H 1.193 -0.344 -4.517
H 0.741 -0.923 -6.071
H 3.454 1.374 -6.777
H 3.189 0.434 -5.592
C -3.907 1.436 -3.319
O -4.811 1.273 -4.345
C -5.625 0.102 -4.130
C -6.950 0.141 -4.956
C -8.022 -0.902 -4.543
N -6.579 -0.127 -6.369
H -4.442 1.575 -2.379
H -3.232 2.233 -3.632
H -3.340 0.513 -3.204
H -5.006 -0.768 -4.347
H -5.964 -0.163 -3.129
H -7.447 1.109 -5.021
H -9.020 -0.887 -4.981
H -8.224 -0.646 -3.503
H -7.697 -1.934 -4.416
H -6.786 -1.105 -6.517
H -5.599 -0.077 -6.608
C 1.538 -0.849 0.143
O 0.875 -0.666 -1.055
C 0.044 0.454 -1.228
C -1.020 0.788 -0.237
C -2.056 -0.318 -0.084
N -1.880 1.889 -0.667
H 2.411 -0.201 0.212
H 1.926 -1.861 0.255
H 1.031 -0.520 1.050
H 0.677 1.315 -1.444
H -0.351 0.343 -2.237
H -0.620 1.037 0.746
H -1.575 -1.287 -0.218
H -2.967 -0.313 -0.683
H -2.370 -0.303 0.960
H -1.174 2.610 -0.655
H -2.448 2.365 0.019
C -5.707 -0.153 1.387
C -5.225 0.019 2.886
O -4.180 1.007 3.051
H -6.464 -0.936 1.374
H -4.913 -0.511 0.731
H -6.219 0.747 1.046
H -4.889 -0.956 3.240
H -6.140 0.273 3.423
H -4.575 1.810 2.704
C -2.325 5.440 -2.639
C -2.414 6.516 -1.409
O -1.077 6.816 -0.975
H -1.666 5.888 -3.383
H -3.360 5.371 -2.976
H -1.979 4.517 -2.175
H -3.030 6.131 -0.596
H -2.954 7.417 -1.698
H -0.656 6.000 -0.692
C -0.574 4.744 3.612
C -0.779 3.651 2.598
O -1.397 4.184 1.449
H -0.243 4.527 4.628
H -1.468 5.368 3.612
H 0.300 5.328 3.323
H -1.403 2.786 2.820
H 0.215 3.415 2.217
H -2.313 4.375 1.663
O -4.594 3.862 1.310
H -5.076 4.522 1.808
H -4.879 3.988 0.405
```

***

[2]
DFT (ωB97M-V with the def2-TZVPD basis set) results for CsH6O3 as an isolated structure at a distorted geometry.

## Properties
**Frontier orbital gap**: 12.2247 eV
**E_LUMO**: -3.512 eV
**Multiplicity**: 1
**Net charge**: +1

```
10
CsH6O3, DFT ωB97M-V with the def2-TZVPD basis set
Cs -7.398 -6.062 1.175
O -10.108 -6.070 2.148
H -10.426 -6.488 1.380
H -10.645 -5.269 2.173
O -5.908 -8.465 1.947
H -4.975 -8.341 2.076
H -6.172 -8.678 2.862
O -5.163 -5.052 2.794
H -4.365 -4.913 2.329
H -5.549 -4.200 2.955
```

***

[3]
DFT (ωB97M-V with the def2-TZVPD basis set) results for a 13-piece molecular cluster, C31H94N20O13 overall at a distorted geometry.

## Properties
**Frontier orbital gap**: 8.3854 eV
**E_LUMO**: 0.034 eV
**Multiplicity**: 1

```
158
C31H94N20O13, DFT ωB97M-V with the def2-TZVPD basis set
C -5.875 -5.671 5.567
C -5.055 -4.356 5.636
C -3.872 -4.334 4.624
O -3.309 -3.032 4.527
C -2.550 -2.870 3.324
N -6.038 -3.303 5.380
H -6.476 -5.852 6.456
H -5.254 -6.570 5.526
H -6.466 -5.624 4.652
H -4.689 -4.270 6.658
H -4.010 -4.837 3.666
H -3.041 -4.798 5.169
H -2.157 -3.833 2.980
H -1.677 -2.304 3.645
H -2.991 -2.507 2.393
H -6.375 -3.342 4.426
H -5.639 -2.380 5.495
C -0.264 5.559 2.569
C 0.668 6.411 1.738
C 0.387 6.308 0.209
O 0.666 5.054 -0.367
C -0.469 4.176 -0.331
N 0.502 7.783 2.260
H 0.087 4.530 2.657
H -1.271 5.614 2.150
H -0.313 5.912 3.599
H 1.709 6.120 1.895
H 1.016 7.005 -0.349
H -0.653 6.610 0.051
H -0.834 3.782 0.620
H -0.302 3.332 -0.999
H -1.360 4.703 -0.687
H 0.944 8.348 1.537
H -0.480 7.993 2.095
C 1.282 7.020 -5.590
C 1.459 5.928 -4.542
C 0.965 4.574 -5.146
O 1.334 3.454 -4.356
C 0.263 2.636 -3.885
N 2.879 5.784 -4.138
H 1.406 7.982 -5.097
H 0.357 6.890 -6.153
H 2.048 6.900 -6.359
H 0.898 6.054 -3.614
H 1.473 4.468 -6.110
H -0.101 4.591 -5.384
H -0.558 3.284 -3.561
H 0.593 2.119 -2.986
H -0.148 1.974 -4.649
H 3.311 5.329 -4.936
H 2.912 5.117 -3.376
C 1.741 0.704 4.223
C 2.557 0.251 3.035
C 2.882 1.367 2.058
O 3.615 2.340 2.815
C 3.922 3.501 2.058
N 3.707 -0.563 3.470
H 2.279 1.370 4.898
H 1.322 -0.165 4.734
H 0.814 1.187 3.902
H 1.791 -0.356 2.540
H 2.013 1.809 1.567
H 3.551 0.989 1.278
H 3.103 3.986 1.518
H 4.636 3.263 1.263
H 4.359 4.289 2.670
H 4.276 0.127 3.948
H 3.229 -1.163 4.133
C 5.281 -6.225 2.388
C 3.945 -6.149 3.118
C 3.211 -4.783 3.026
O 1.892 -4.805 3.551
C 1.077 -3.628 3.632
N 3.020 -7.274 2.837
H 5.888 -6.884 3.010
H 5.839 -5.293 2.302
H 5.121 -6.679 1.408
H 4.392 -6.168 4.119
H 3.093 -4.366 2.020
H 3.788 -4.006 3.541
H 0.948 -3.249 2.617
H 1.537 -2.887 4.294
H 0.158 -3.906 4.143
H 2.186 -7.218 3.410
H 3.503 -8.091 3.197
C 1.618 -1.107 -4.628
C 0.424 -2.046 -4.197
C 0.043 -3.195 -5.162
O -0.088 -2.669 -6.461
C -0.365 -3.567 -7.536
N 0.737 -2.629 -2.885
H 2.268 -1.740 -5.240
H 2.183 -0.810 -3.748
H 1.242 -0.351 -5.316
H -0.434 -1.382 -4.084
H -0.955 -3.562 -4.908
H 0.739 -4.027 -5.020
H -1.326 -4.022 -7.285
H 0.458 -4.286 -7.546
H -0.401 -3.119 -8.527
H 1.462 -3.333 -2.985
H 1.186 -1.940 -2.294
C -2.419 -4.646 -1.738
O -2.294 -5.639 -2.438
N -1.341 -3.904 -1.399
N -3.552 -4.228 -1.188
H -0.522 -4.053 -1.962
H -1.360 -2.991 -0.962
H -4.359 -4.470 -1.742
H -3.560 -3.362 -0.673
C -5.008 -1.132 -1.188
O -4.340 -0.487 -2.036
N -6.330 -1.093 -1.104
N -4.395 -1.576 -0.097
H -6.907 -0.635 -1.791
H -6.923 -1.581 -0.454
H -3.386 -1.484 -0.189
H -4.868 -1.663 0.786
C -0.813 -0.555 -0.145
O -1.489 -1.479 0.311
N 0.516 -0.608 -0.177
N -1.268 0.261 -1.096
H 1.045 0.059 -0.710
H 0.964 -1.327 0.375
H -0.650 0.921 -1.534
H -2.231 0.232 -1.399
C -3.677 3.208 -1.735
O -3.274 2.502 -0.831
N -4.102 4.474 -1.613
N -3.883 2.687 -2.970
H -3.989 4.842 -0.682
H -4.227 5.048 -2.428
H -3.911 1.677 -2.972
H -4.245 3.266 -3.706
C -2.686 1.839 3.066
O -2.710 2.510 4.088
N -3.007 2.454 1.905
N -2.131 0.654 2.803
H -2.769 2.150 0.975
H -3.308 3.396 2.100
H -1.634 0.351 3.629
H -2.224 0.103 1.969
C 3.525 -2.505 -0.099
O 2.396 -2.946 0.065
N 4.055 -2.446 -1.330
N 4.255 -1.882 0.852
H 3.441 -2.866 -2.007
H 4.853 -1.855 -1.473
H 5.218 -1.640 0.693
H 3.822 -1.488 1.679
C 2.990 2.217 -1.744
O 2.251 1.243 -1.680
N 2.695 3.486 -1.369
N 4.290 2.108 -2.045
H 1.844 3.796 -0.918
H 3.567 3.980 -1.311
H 4.946 2.869 -2.076
H 4.725 1.202 -2.076
```

***

[4]
DFT (ωB97M-V with the def2-TZVPD basis set) results for one molecule with the formula C4H9NO3 at a distorted geometry.

## Properties
**Frontier orbital gap**: 10.4632 eV
**E_LUMO**: 0.475 eV
**Multiplicity**: 1

```
17
C4H9NO3, DFT ωB97M-V with the def2-TZVPD basis set
C 1.628 0.251 0.951
C 0.970 -0.290 -0.398
O 1.220 -1.633 -0.587
C -0.519 0.089 -0.557
N -0.869 1.529 -0.444
C -1.605 -0.833 0.102
O -1.335 -2.000 0.210
O -2.735 -0.242 0.293
H 2.720 0.045 1.059
H 1.215 -0.322 1.746
H 1.400 1.247 1.126
H 1.519 0.222 -1.234
H 0.412 -2.143 -0.275
H -0.729 -0.401 -1.541
H -0.205 1.871 -1.229
H -0.555 1.844 0.481
H -2.533 0.767 0.298
```

***

[5]
DFT (ωB97M-V with the def2-TZVPD basis set) results for an isolated ion of composition C6H13N4 and charge +1 at a distorted geometry.

## Properties
**Frontier orbital gap (spin up / spin down)**: 8.5377 / 8.5384 eV
**E_LUMO (spin up / spin down)**: -4.756 / -4.756 eV
**Multiplicity**: 1
**Net charge**: +1

```
23
C6H13N4, DFT ωB97M-V with the def2-TZVPD basis set
C 0.289 -0.046 -0.121
C 0.204 1.081 -0.966
C 1.359 2.088 -1.082
C -0.283 0.562 -2.306
C -1.978 -0.024 2.468
C 0.321 -2.283 0.812
N -1.095 1.977 -0.403
N -1.569 1.596 0.632
N -1.484 0.522 1.244
N 0.825 -1.157 -0.067
H 1.080 3.079 -1.375
H 1.851 1.663 -1.980
H 1.834 2.170 -0.052
H -1.305 0.220 -2.279
H 0.257 -0.253 -2.757
H -0.195 1.510 -2.974
H -1.472 -0.970 2.638
H -1.995 0.527 3.361
H -2.995 -0.461 2.119
H 0.548 -3.222 0.285
H -0.814 -2.108 0.851
H 0.704 -2.405 1.809
H 1.704 -1.585 -0.459
```

***

[6]
DFT (ωB97M-V with the def2-TZVPD basis set) results for an isolated ion of composition C5H9N2O and charge +1 at a distorted geometry.

## Properties
**Frontier orbital gap (spin up / spin down)**: 7.1205 / 7.1155 eV
**E_LUMO (spin up / spin down)**: -6.786 / -6.790 eV
**Multiplicity**: 1
**Net charge**: +1

```
17
C5H9N2O, DFT ωB97M-V with the def2-TZVPD basis set
C -0.749 1.864 0.177
C -1.628 0.770 0.326
C 0.534 1.513 -0.203
C -1.696 -1.689 0.019
C 1.960 -0.497 -0.442
N -1.181 -0.415 0.234
N 0.816 0.305 -0.573
O 2.580 -0.504 0.787
H -1.048 2.877 0.371
H -2.679 0.983 0.521
H 1.302 2.282 -0.158
H -1.390 -2.046 -0.971
H -1.296 -2.379 0.768
H -2.792 -1.695 0.035
H 1.674 -1.537 -0.661
H 2.640 -0.184 -1.267
H 2.953 0.353 1.035
```

***

[7]
DFT (ωB97M-V with the def2-TZVPD basis set) results for a 2-piece molecular cluster, C4H12S2 overall at a distorted geometry.

## Properties
**Frontier orbital gap (spin up / spin down)**: 1.9326 / 8.6150 eV
**E_LUMO (spin up / spin down)**: 3.051 / 3.063 eV
**Multiplicity**: 2
**Net charge**: -1

```
18
C4H12S2, DFT ωB97M-V with the def2-TZVPD basis set
C 3.717 -1.489 -0.624
C 3.181 -2.261 -1.884
S 4.632 -3.204 -2.737
H 4.772 -1.360 -0.882
H 3.506 -2.023 0.301
H 3.285 -0.492 -0.540
H 2.736 -3.121 -1.405
H 2.518 -1.742 -2.564
H 4.542 -2.539 -3.900
C -4.753 2.737 1.204
S -2.935 2.708 0.852
C -2.533 1.326 1.937
H -5.180 3.691 0.908
H -5.163 2.597 2.222
H -5.131 1.967 0.546
H -2.218 1.797 2.869
H -3.344 0.605 2.102
H -1.631 0.804 1.595
```

***

[8]
DFT (ωB97M-V with the def2-TZVPD basis set) results for a 2-piece molecular cluster, H8OSi3 overall at a distorted geometry.

## Properties
**Frontier orbital gap**: 7.5882 eV
**E_LUMO**: -0.471 eV
**Multiplicity**: 1

```
12
H8OSi3, DFT ωB97M-V with the def2-TZVPD basis set
O -1.487 -0.707 -1.012
Si 2.173 -1.621 0.003
Si -2.043 1.870 0.510
Si -0.654 0.710 -0.903
H -1.188 -1.454 -1.525
H 3.490 -1.029 -0.200
H 1.562 -1.902 -1.296
H 2.322 -2.878 0.735
H -1.415 1.945 1.848
H -3.462 1.637 0.830
H -2.021 3.264 0.021
H 1.327 -0.693 0.755
```

***

Let's list energy relative to the best compared isomer or geometry (same formula, charge and spin) in order: 5.132; 0.281; 3.156; 1.623; 6.513; 4.701; 1.808; 2.623 eV.